Density functional theory data (ωB97M-V/def2-TZVPD) for a cluster of 2 separate species, C4H4BrClO in total in a non-equilibrium geometry.

The geometry in XYZ format:
```
11
C4H4BrClO (ωB97M-V/def2-TZVPD)
C 0.75 -0.28 -0.18
C -0.29 0.53 -0.31
C -2.39 -1.60 -0.20
C -1.42 0.55 0.55
O -1.68 -2.51 -0.48
Cl -4.10 -1.77 -0.03
Br -3.02 1.55 0.01
H 1.47 -0.31 -1.08
H 0.80 -0.80 0.76
H -0.29 1.04 -1.16
H -1.54 0.30 1.52
```

Its electronic energy is -88821.2039 eV. The value obtained for the orbital gap (alpha / beta) is 7.892 / 7.226 eV. The highest occupied orbital energy (alpha / beta) is -0.324 / -0.306 hartree.

=====

Density functional theory data (ωB97M-V/def2-TZVPD) for a cluster of 2 separate species, C4H4BrN in total in a non-equilibrium geometry.

The geometry in XYZ format:
```
10
C4H4BrN (ωB97M-V/def2-TZVPD)
C 0.99 1.24 0.64
C 1.17 0.06 -0.21
C 0.95 -0.70 -1.10
Br 1.69 -2.28 -1.86
H -0.03 1.18 0.81
H 1.22 2.07 0.02
H 1.66 1.34 1.43
C -2.61 -1.02 0.14
N -1.51 -1.37 -0.13
H -3.54 -0.54 0.28
```

Its electronic energy is -75741.2055 eV. The value obtained for the orbital gap is 9.702 eV. The highest occupied orbital energy is -0.337 hartree. Its SMILES is CC#CBr.C#N.

=====

> What is the electronic energy in the second record?

-75741.2055 eV

=====

> Look up the electronic energy of the first one.

-88821.2039 eV

=====

Repeat the second record exactly.
Density functional theory data (ωB97M-V/def2-TZVPD) for a cluster of 2 separate species, C4H4BrN in total in a non-equilibrium geometry.

The geometry in XYZ format:
```
10
C4H4BrN (ωB97M-V/def2-TZVPD)
C 0.99 1.24 0.64
C 1.17 0.06 -0.21
C 0.95 -0.70 -1.10
Br 1.69 -2.28 -1.86
H -0.03 1.18 0.81
H 1.22 2.07 0.02
H 1.66 1.34 1.43
C -2.61 -1.02 0.14
N -1.51 -1.37 -0.13
H -3.54 -0.54 0.28
```

Its electronic energy is -75741.2055 eV. The value obtained for the orbital gap is 9.702 eV. The highest occupied orbital energy is -0.337 hartree. Its SMILES is CC#CBr.C#N.

=====

> Number 2 is which compound?

C4H4BrN